DFT (ωB97M-V with the def2-TZVPD basis set) results for a structure of composition C13H26N6O6SSc at a distorted geometry.

The geometry in ORCA input format:
```
! wB97M-V def2-TZVPD RIJCOSX def2/J DEFGRID3
* xyz 1 1
O -0.34 -0.15 -3.66
H -0.38 0.28 -4.54
Sc 0.35 -0.13 -1.42
N 0.14 1.68 0.25
N 1.24 1.76 -1.97
N -1.39 -0.82 -0.06
N -0.33 -2.18 -1.98
O -0.56 1.69 1.36
O -2.15 -0.07 0.79
O 0.01 -2.81 -3.19
O 2.05 0.76 -2.32
C 1.71 2.70 -1.09
C 0.98 2.74 0.12
C -1.67 -2.13 -0.08
C -1.14 -2.87 -1.20
C 1.16 3.74 1.20
H 1.69 3.32 2.07
H 0.19 4.12 1.53
H 1.74 4.59 0.81
C 2.89 3.53 -1.45
H 2.83 3.80 -2.52
H 3.83 2.97 -1.30
H 2.94 4.45 -0.86
C -2.54 -2.77 0.96
C -1.57 -4.28 -1.47
H -3.02 -1.98 1.55
H -1.95 -3.42 1.62
H -3.31 -3.38 0.48
H -1.07 -4.64 -2.37
H -2.65 -4.32 -1.63
H -1.34 -4.94 -0.62
H -1.48 0.71 1.10
H -0.03 -2.09 -3.86
C -1.37 0.54 -2.77
H -0.92 1.47 -2.38
H -1.66 -0.16 -1.98
H -2.29 0.75 -3.33
O -4.12 1.86 -0.25
H -3.49 1.25 0.20
H -3.66 2.72 -0.24
C 0.74 -2.27 2.81
N 1.39 -0.98 2.73
C 1.50 -0.06 3.75
C 2.16 1.01 3.26
N 2.47 0.72 1.94
C 2.00 -0.52 1.60
S 2.12 -1.35 0.14
H -0.31 -2.21 2.51
H 1.26 -2.96 2.13
H 0.79 -2.62 3.85
H 1.11 -0.27 4.74
H 2.47 1.93 3.73
H 3.01 1.29 1.31
*
```

Properties
Highest occupied orbital energy (alpha / beta), eV: -10.788 / -10.226
Maximum force, eV/Å: 3.8
LUMO energy (alpha / beta), eV: -4.23 / -4.24
Kohn-Sham gap (alpha / beta), eV: 6.6 / 6.0
DFT total energy, Eh: -2449.5077

The net atomic charges from Löwdin, expressed in e, are: atom 1 (O): -0.1539, atom 2 (H): 0.1351, atom 3 (Sc): 0.8492, atom 4 (N): -0.0838, atom 5 (N): -0.1680, atom 6 (N): -0.0568, atom 7 (N): -0.0630, atom 8 (O): -0.1302, atom 9 (O): -0.0804, atom 10 (O): -0.0093, atom 11 (O): -0.2383, atom 12 (C): -0.2746, atom 13 (C): -0.2819, atom 14 (C): -0.2348, atom 15 (C): -0.2176, atom 16 (C): -0.0084, atom 17 (H): 0.0676, atom 18 (H): 0.0974, atom 19 (H): 0.0796, atom 20 (C): -0.0133, atom 21 (H): 0.0982, atom 22 (H): 0.0975, atom 23 (H): 0.0769, atom 24 (C): 0.0030, atom 25 (C): 0.0207, atom 26 (H): 0.0942, atom 27 (H): 0.0987, atom 28 (H): 0.0988, atom 29 (H): 0.0890, atom 30 (H): 0.1104, atom 31 (H): 0.1109, atom 32 (H): 0.0221, atom 33 (H): 0.1071, atom 34 (C): -0.0666, atom 35 (H): 0.0831, atom 36 (H): 0.0555, atom 37 (H): 0.1351, atom 38 (O): -0.0723, atom 39 (H): 0.0057, atom 40 (H): 0.0394, atom 41 (C): -0.0131, atom 42 (N): -0.1092, atom 43 (C): -0.0196, atom 44 (C): -0.0539, atom 45 (N): 0.0901, atom 46 (C): -0.7210, atom 47 (S): 0.7226, atom 48 (H): 0.0775, atom 49 (H): 0.0753, atom 50 (H): 0.1071, atom 51 (H): 0.1338, atom 52 (H): 0.1247, atom 53 (H): 0.1639